w) Formula: C5H10S
Source: the Open Molecules 2025 dataset
Level of theory: wB97M-V/def2-TZVPD

Last column: natural (NBO) charge in e.
Cartesian coordinates (Å):
1 C 2.005 -0.864 -1.453  -0.73
2 C -0.206 0.186 -0.293  -0.14
3 C -0.123 -1.333 0.336  -0.70
4 C -0.588 1.337 0.286  -0.24
5 C -1.587 1.502 1.458  -0.63
6 H 2.509 -0.539 -0.609  0.21
7 H 1.589 -1.988 -1.262  0.21
8 H 2.572 -0.595 -2.422  0.24
9 H -1.300 -1.624 -0.118  0.24
10 H -0.074 -1.460 1.676  0.23
11 H 0.843 -2.065 -0.059  0.23
12 H -0.624 2.187 -0.313  0.20
13 H -1.218 2.475 2.048  0.23
14 H -1.935 0.586 1.986  0.23
15 H -2.569 1.905 0.638  0.21
16 S 0.706 0.292 -1.898  0.21

As for the charge: 0. The value obtained for the lowest unoccupied orbital energy is 0.7672 eV.

---

x) Formula: C5H10S
Source: the Open Molecules 2025 dataset
Level of theory: wB97M-V/def2-TZVPD

Last column: natural (NBO) charge in e.
Cartesian coordinates (Å):
1 C 0.456 2.049 -0.261  -0.37
2 C 0.127 0.778 -0.136  -0.03
3 C 0.917 -0.361 -0.698  -0.44
4 C 1.018 -1.636 0.145  -0.61
5 C -1.127 0.439 0.559  -0.50
6 S -2.522 -0.285 -0.504  -0.08
7 H -0.065 2.853 0.333  0.20
8 H 1.354 2.356 -0.827  0.20
9 H 1.943 -0.042 -0.921  0.22
10 H 0.410 -0.687 -1.626  0.22
11 H 0.117 -2.193 0.458  0.22
12 H 1.653 -2.363 -0.520  0.21
13 H 1.641 -1.428 1.005  0.20
14 H -1.002 -0.253 1.456  0.22
15 H -1.573 1.292 1.027  0.22
16 H -3.346 -0.522 0.509  0.12

Its SMILES is C=C(CC)CS. As for the charge: 0. The value obtained for the lowest unoccupied orbital energy is 0.8481 eV.

---

y) Formula: C5H10S
Source: the Open Molecules 2025 dataset
Level of theory: wB97M-V/def2-TZVPD

Last column: natural (NBO) charge in e.
Cartesian coordinates (Å):
1 C -2.848 -0.797 -0.126  -0.40
2 C -1.741 -0.001 -0.138  -0.17
3 C -0.290 -0.386 0.089  -0.47
4 C 0.571 0.860 -0.198  -0.41
5 C 2.112 0.751 0.064  -0.52
6 S 2.708 -0.962 -0.230  -0.06
7 H -2.766 -1.889 -0.210  0.19
8 H -3.845 -0.399 -0.072  0.20
9 H -1.876 1.082 -0.318  0.19
10 H 0.100 -1.271 -0.531  0.24
11 H -0.232 -0.696 1.152  0.22
12 H 0.474 1.175 -1.223  0.21
13 H 0.109 1.666 0.355  0.21
14 H 2.736 1.434 -0.610  0.23
15 H 2.535 0.946 1.090  0.22
16 H 2.254 -1.514 0.907  0.12

Its SMILES is C=CCCCS. As for the charge: 0. The value obtained for the lowest unoccupied orbital energy is 0.9332 eV.

---

z) Formula: C5H10S
Source: the Open Molecules 2025 dataset
Level of theory: wB97M-V/def2-TZVPD

Last column: natural (NBO) charge in e.
Cartesian coordinates (Å):
1 C -1.519 -0.786 2.517  -0.61
2 C -1.144 0.137 1.401  -0.42
3 C 0.161 -0.445 0.749  -0.48
4 C 0.606 -0.062 -0.644  -0.02
5 C 2.099 -0.350 -0.984  -0.68
6 S -0.156 0.874 -1.774  0.01
7 H -2.470 -0.615 2.951  0.22
8 H -0.754 -0.617 3.321  0.20
9 H -1.565 -1.918 2.261  0.20
10 H -1.699 0.128 0.470  0.24
11 H -0.676 1.021 1.886  0.22
12 H 0.059 -1.516 0.814  0.23
13 H 0.926 -0.236 1.550  0.22
14 H 2.235 -1.412 -1.029  0.23
15 H 2.828 -0.082 -0.186  0.22
16 H 2.391 0.301 -1.882  0.24

Its SMILES is CCCC(C)=S. As for the charge: 0. The value obtained for the lowest unoccupied orbital energy is -0.0538 eV.

---

Tell me which of them is the least stable. Sure, it is w).

---

w) Formula: C5H10S
Source: the Open Molecules 2025 dataset
Level of theory: wB97M-V/def2-TZVPD

Last column: natural (NBO) charge in e.
Cartesian coordinates (Å):
1 C -1.879 -0.536 -0.381  -0.60
2 C -1.014 0.451 0.322  -0.43
3 C 0.358 0.168 -0.131  -0.23
4 C 1.618 1.140 -0.045  -0.47
5 C 1.135 -0.930 0.500  -0.50
6 H -2.978 -0.563 -0.096  0.21
7 H -1.425 -1.520 -0.411  0.21
8 H -1.968 -0.268 -1.431  0.21
9 H -1.202 0.420 1.362  0.21
10 H -1.108 1.486 -0.076  0.21
11 H 0.343 -0.020 -1.224  0.20
12 H 1.763 1.461 1.000  0.21
13 H 1.649 1.882 -0.885  0.22
14 H 0.892 -1.977 0.131  0.22
15 H 1.103 -0.806 1.612  0.21
16 S 2.714 -0.389 -0.247  0.13

As for the charge: 0. The value obtained for the lowest unoccupied orbital energy is 1.0048 eV.

---

x) Formula: C5H10S
Source: the Open Molecules 2025 dataset
Level of theory: wB97M-V/def2-TZVPD

Last column: natural (NBO) charge in e.
Cartesian coordinates (Å):
1 C -1.981 -0.957 -0.181  -0.41
2 C -0.810 -0.737 0.580  -0.20
3 C 0.428 -0.097 0.090  -0.34
4 C 0.238 0.961 -1.063  -0.57
5 C 0.872 0.741 1.211  -0.64
6 S 1.741 -1.172 -0.111  0.03
7 H -2.778 -1.493 0.603  0.20
8 H -2.174 -0.717 -1.234  0.21
9 H -1.082 -1.159 1.584  0.23
10 H -0.054 0.541 -1.998  0.22
11 H 1.151 1.572 -1.096  0.23
12 H -0.588 1.719 -0.541  0.20
13 H 2.030 0.632 0.690  0.22
14 H 0.148 1.751 1.019  0.25
15 H 1.058 0.136 2.092  0.23
16 H 1.800 -1.720 -1.645  0.15

Its SMILES is C=CC(C)(C)S. As for the charge: 0. The value obtained for the lowest unoccupied orbital energy is 0.4426 eV.

---

Tell me which of them is the least stable. Sure, it is x).

---

w) Formula: C5H10S
Source: the Open Molecules 2025 dataset
Level of theory: wB97M-V/def2-TZVPD

Last column: natural (NBO) charge in e.
Cartesian coordinates (Å):
1 C 2.903 0.349 -0.386  -0.38
2 C 2.096 -0.621 0.074  -0.18
3 C 0.719 -0.454 0.549  -0.58
4 S -0.508 -1.314 -0.480  0.18
5 C -2.083 -0.549 0.106  -0.50
6 C -2.037 0.883 -0.254  -0.63
7 H 2.484 1.354 -0.488  0.18
8 H 3.838 0.183 -0.853  0.20
9 H 2.466 -1.655 -0.061  0.20
10 H 0.578 -0.794 1.606  0.22
11 H 0.581 0.593 0.618  0.21
12 H -2.820 -1.117 -0.447  0.22
13 H -2.209 -0.773 1.154  0.21
14 H -1.256 1.401 0.304  0.20
15 H -1.775 1.090 -1.316  0.22
16 H -2.977 1.425 -0.127  0.21

Its SMILES is C=CCSCC. As for the charge: 0. The value obtained for the lowest unoccupied orbital energy is 1.0526 eV.

---

x) Formula: C5H10S
Source: the Open Molecules 2025 dataset
Level of theory: wB97M-V/def2-TZVPD

Last column: natural (NBO) charge in e.
Cartesian coordinates (Å):
1 C 2.084 -0.214 0.419  -0.79
2 S 1.095 -1.094 -0.926  0.21
3 C -0.477 -0.177 -0.372  -0.15
4 C -0.049 1.292 -0.738  -0.65
5 C -1.849 -0.901 -0.552  -0.42
6 C -0.999 -0.634 0.784  -0.46
7 H 3.055 -0.927 0.697  0.23
8 H 1.291 -0.182 1.314  0.22
9 H 2.643 0.758 0.473  0.22
10 H -0.181 1.557 -1.821  0.23
11 H -0.634 2.343 -0.186  0.19
12 H 1.024 1.753 -0.401  0.24
13 H -2.611 -0.206 -0.577  0.20
14 H -2.131 -1.955 -0.866  0.24
15 H -0.546 -1.420 1.421  0.24
16 H -1.716 0.006 1.330  0.23

Its SMILES is CSC1(C)CC1. As for the charge: 0. The value obtained for the lowest unoccupied orbital energy is 0.9046 eV.

---

Tell me which of them is the least stable. Sure, it is x).

---

w) Formula: C2H2BrO2S
Source: the Open Molecules 2025 dataset
Level of theory: wB97M-V/def2-TZVPD

Last column: natural (NBO) charge in e.
Cartesian coordinates (Å):
1 C -0.897 -0.033 2.636  0.73
2 C -1.093 0.854 1.571  0.02
3 O -0.272 -0.281 3.600  -0.53
4 O -2.128 -0.017 2.184  -0.43
5 S 0.278 0.088 -1.634  -1.04
6 Br -1.560 2.927 1.829  -0.14
7 H -0.909 0.780 0.525  0.30
8 H -0.360 -1.232 -1.349  0.09

As for the charge: -1. The value obtained for the lowest unoccupied orbital energy is 2.5274 eV.

---

x) Formula: C2H2BrO2S
Source: the Open Molecules 2025 dataset
Level of theory: wB97M-V/def2-TZVPD

Last column: natural (NBO) charge in e.
Cartesian coordinates (Å):
1 C 0.259 -0.708 0.814  0.77
2 C -0.509 0.404 -0.162  -0.56
3 O 1.365 -1.035 0.505  -0.70
4 O -0.447 -1.057 1.817  -0.76
5 S 0.343 0.388 -1.781  -0.16
6 Br -0.769 2.206 0.482  -0.02
7 H -1.750 0.027 -0.494  0.23
8 H 1.507 -0.227 -1.181  0.21

As for the charge: -1. The value obtained for the lowest unoccupied orbital energy is 3.3339 eV.

---

Tell me which of them is the least stable. Sure, it is w).